The following is a DFT calculation (wB97M-V/def2-TZVPD) of a structure of composition C16H20NO2Pb.

Calculated values
E_LUMO   2.52 eV
Orbital gap   6.265 eV
Strongest force on any atom   2.28 eV/Å
E   -1019.7333 a.u.
Charge   -1
Energy above the lowest of the compared OMol25 structures with the same formula, charge and spin   0.00 kJ/mol

Cartesian coordinates (Å):
Pb1 1.0754 -0.0536 1.4009
C1 3.4243 1.4855 -0.1622
C2 3.8703 0.1477 0.0535
C3 3.1025 -0.7134 -0.7890
H1 4.7040 -0.1509 0.6891
C4 2.1848 0.1011 -1.5290
C5 2.4079 1.4565 -1.1540
H2 1.9336 2.3248 -1.6041
H3 3.8363 2.3840 0.2957
H4 3.2386 -1.7883 -0.9039
H5 1.4881 -0.2384 -2.2936
C6 -0.2134 2.3743 2.2005
C7 0.2324 2.8495 0.9269
C8 -0.6930 2.4109 -0.0548
H6 1.0968 3.4890 0.7515
C9 -1.7224 1.6824 0.6025
C10 -1.4268 1.6446 1.9912
H7 -2.0459 1.1878 2.7642
H8 0.2625 2.5805 3.1575
H9 -0.6570 2.6360 -1.1202
H10 -2.6288 1.3098 0.1264
O1 -1.4104 -1.2539 0.1499
C11 -2.1167 -1.6896 -1.0141
C12 -2.0389 -3.1982 -0.6288
C13 -1.3737 -1.3588 -2.2962
C14 -3.5555 -1.1948 -1.0509
C15 -1.2847 -2.6584 0.5812
H11 -1.4316 -3.7850 -1.3204
H12 -3.0015 -3.6648 -0.3998
H13 -1.7993 -2.8115 1.5375
H14 -0.2315 -2.9615 0.6259
H15 -1.7257 -2.0335 -3.0880
H16 -0.2880 -1.4787 -2.1890
H17 -1.5814 -0.3227 -2.5968
H18 -4.1322 -1.8912 -1.6743
H19 -3.6036 -0.1984 -1.5144
H20 -4.0047 -1.1710 -0.0462
O2 4.3604 2.1916 3.2529
C16 3.3724 1.5218 3.1871
N1 2.3765 0.8388 3.1353